1.
20
Properties=species:S:1:pos:R:3:forces:R:3 method="wB97M-V/def2-TZVPD" e_homo_ev=-8.04 total_charge=0 e_lumo_ev=0.73
C 0.386 2.596 0.149 3.8 1.3 1.7
C 1.142 1.412 0.098 0.8 -0.3 -1.0
C -0.954 2.602 0.222 -2.6 -1.2 -1.2
C 0.493 0.173 0.006 1.9 1.5 -0.2
C -0.863 0.234 0.013 -3.9 -2.8 -0.3
C -1.625 1.373 0.044 -0.1 2.2 0.7
C 1.223 -1.093 -0.285 2.0 1.2 -1.9
N -1.804 -0.933 -0.072 1.4 0.6 0.8
N -1.561 -2.070 0.811 1.2 -1.4 -2.6
O -3.044 1.271 0.035 2.5 0.8 1.0
P -3.401 -0.304 -0.218 0.1 -1.2 -1.6
H 0.980 3.545 0.413 -1.1 -1.3 -1.0
H 2.266 1.433 -0.082 -1.6 0.1 0.6
H -1.545 3.487 0.175 -0.2 0.7 0.4
H 1.110 -1.738 0.515 -0.1 -1.7 1.4
H 0.702 -1.503 -1.181 0.9 -0.1 0.5
H 2.404 -0.942 -0.419 -2.8 -0.2 0.0
H -0.676 -1.812 1.289 -0.8 -0.7 -0.2
H -1.304 -2.895 0.058 -0.5 2.5 2.8
H -3.111 -0.155 -1.622 -0.8 -0.1 0.0


2.
20
Properties=species:S:1:pos:R:3:forces:R:3 method="wB97M-V/def2-TZVPD" e_homo_ev="-13.97 / -13.94" total_charge=+1 e_lumo_ev="-6.81 / -6.83"
C -1.698 -0.952 -0.995 1.7 3.3 -1.6
C -0.595 -1.047 1.297 0.5 -0.5 -1.4
C -1.043 1.210 0.158 1.1 0.8 -0.2
C 2.788 0.969 0.283 0.7 -0.1 -0.1
C -0.620 -0.266 -0.032 -3.8 0.8 1.1
N 0.623 -0.097 -0.651 4.5 -2.3 -1.2
Br 4.083 -0.244 -0.141 -0.5 0.1 -0.1
H -2.017 -1.880 -0.708 -1.1 -2.1 1.4
H -2.508 -0.176 -1.134 0.6 -1.4 0.0
H -1.206 -1.179 -1.965 -0.4 0.6 0.2
H -0.095 -2.008 1.066 -0.2 0.2 0.5
H -1.619 -1.265 1.628 0.4 0.3 0.0
H -0.019 -0.494 2.019 0.1 0.1 0.5
H -1.139 1.648 -0.851 0.1 0.0 0.3
H -1.959 1.500 0.654 -0.2 -0.6 0.4
H -0.173 1.717 0.658 -0.9 -0.1 -0.2
H 2.864 1.890 -0.348 -0.9 -0.9 0.6
H 2.622 1.006 1.371 -0.7 0.1 -0.8
H 0.708 0.723 -1.264 -0.4 -1.0 -0.2
H 1.004 -1.057 -1.046 -0.6 2.9 0.7


3.
69
Properties=species:S:1:pos:R:3:forces:R:3 method="wB97M-V/def2-TZVPD" e_homo_ev=-10.17 total_charge=0 e_lumo_ev=0.95
C 9.066 -2.309 0.344 -0.3 -0.1 0.0
C 7.928 -1.419 0.860 0.4 0.6 0.1
C 7.908 -0.016 0.203 0.0 -0.9 -0.6
C 6.573 0.302 -0.472 0.6 0.4 0.4
C 5.499 0.776 0.514 0.6 0.1 -1.6
C 4.274 1.212 -0.276 -1.1 -0.3 1.0
C 3.007 1.386 0.588 0.5 -0.1 -0.6
C 1.811 1.584 -0.339 0.3 0.9 0.5
C 0.525 2.026 0.359 -0.2 -0.9 -0.2
C 0.250 1.351 1.699 -1.3 0.5 0.4
C -1.231 1.631 2.091 0.2 0.0 -0.8
C -2.177 0.477 1.704 0.2 0.4 0.8
C -2.551 -0.423 2.915 0.3 0.5 -1.1
C -4.050 -0.545 3.131 0.2 -0.4 0.3
C -4.809 -1.195 1.978 0.0 0.0 1.0
O -5.379 -0.220 1.071 -0.5 -0.2 -0.5
P -5.178 -0.585 -0.460 1.3 -0.4 -0.5
O -3.768 -0.753 -0.777 0.8 -0.1 -0.2
O -5.851 0.559 -1.307 -0.4 -0.3 0.6
C -5.120 1.813 -1.237 -0.5 1.2 -0.1
C -4.636 2.253 -2.600 0.7 -1.2 -0.4
C -3.561 1.301 -3.158 -0.6 0.0 0.6
O -6.007 -1.961 -0.817 -0.5 1.4 0.2
O -5.070 -3.033 -0.796 -0.1 -0.8 0.4
C -5.075 -3.628 -2.090 0.4 0.7 -0.4
C -3.991 -3.077 -3.007 -0.2 -0.6 -0.2
H 9.897 -1.718 -0.027 0.2 0.1 0.1
H 9.421 -2.954 1.143 0.1 -0.2 -0.1
H 8.747 -2.939 -0.484 -0.1 -0.1 -0.1
H 8.054 -1.320 1.936 -0.2 0.0 0.1
H 6.960 -1.879 0.675 -0.1 -0.2 0.1
H 8.664 -0.040 -0.583 0.1 0.2 0.0
H 8.213 0.761 0.901 -0.1 0.1 0.1
H 6.237 -0.576 -1.022 -0.1 -0.1 0.0
H 6.771 1.071 -1.219 -0.2 0.2 -0.1
H 5.920 1.649 1.010 -0.1 -0.1 0.6
H 5.301 -0.058 1.183 -0.3 0.2 0.4
H 4.421 2.160 -0.789 0.4 0.0 -0.2
H 4.015 0.457 -1.020 0.2 -0.1 -0.2
H 2.896 0.500 1.212 -0.2 -0.1 0.1
H 3.150 2.242 1.248 -0.1 0.1 0.1
H 2.099 2.381 -1.028 -0.1 0.0 -0.2
H 1.676 0.695 -0.952 -0.2 -0.2 0.1
H -0.305 1.746 -0.295 -0.1 0.1 -0.1
H 0.448 3.105 0.477 0.3 0.1 0.1
H 0.328 0.270 1.620 0.5 -0.1 0.1
H 0.875 1.737 2.501 0.4 -0.2 -0.1
H -1.336 1.937 3.131 0.0 -0.2 0.2
H -1.547 2.490 1.497 0.0 0.3 0.1
H -3.062 0.917 1.261 -0.3 -0.2 0.0
H -1.702 -0.124 0.935 -0.1 0.0 -0.3
H -2.049 0.003 3.779 -0.1 -0.2 0.4
H -2.106 -1.398 2.724 -0.1 -0.3 0.3
H -4.488 0.410 3.413 -0.1 0.1 -0.2
H -4.201 -1.207 3.985 -0.1 0.0 0.1
H -5.633 -1.771 2.390 -0.2 0.0 -0.1
H -4.141 -1.894 1.479 0.0 0.1 -0.4
H -4.312 1.786 -0.510 0.2 -0.3 0.0
H -5.828 2.563 -0.886 -0.2 -0.1 0.2
H -5.478 2.209 -3.287 -0.2 0.5 0.0
H -4.200 3.246 -2.530 -0.4 0.3 0.1
H -4.017 0.322 -3.267 0.1 -0.2 -0.3
H -2.791 1.160 -2.406 0.4 0.1 -0.1
H -3.156 1.638 -4.105 0.1 0.1 -0.1
H -6.050 -3.435 -2.525 -0.2 -0.4 0.0
H -4.907 -4.689 -1.931 -0.2 -0.1 0.3
H -3.070 -2.894 -2.466 0.0 0.3 0.1
H -4.328 -2.206 -3.557 0.2 0.3 0.1
H -3.772 -3.859 -3.735 0.0 0.0 -0.2


4.
19
Properties=species:S:1:pos:R:3:forces:R:3 method="wB97M-V/def2-TZVPD" e_homo_ev=-8.43 total_charge=0 e_lumo_ev=0.82
C -3.234 0.015 0.007 -1.6 1.0 0.8
C -2.524 1.268 -0.204 -2.6 -2.2 -0.4
C -1.098 1.158 -0.283 -8.3 -10.9 4.6
C -0.465 -0.001 -0.072 1.9 -3.6 1.0
C 1.038 -0.109 -0.063 -1.0 3.2 1.3
N 1.746 -1.097 -0.445 2.3 0.6 -0.2
C 3.098 -0.630 -0.263 -0.1 -2.6 -1.6
C 3.125 0.583 0.267 -0.6 1.5 0.8
N 1.832 1.025 0.430 1.6 -9.9 -5.5
C -1.183 -1.249 0.221 5.1 0.3 1.1
C -2.488 -1.203 0.268 -3.1 3.2 -1.2
H -4.483 -0.098 0.135 3.8 0.7 -0.6
H -3.124 2.262 -0.485 1.7 -2.4 0.8
H -0.820 1.909 -0.592 6.7 13.3 -5.1
H 3.951 -1.193 -0.709 -1.0 0.4 0.9
H 3.916 1.198 0.610 0.7 0.3 0.0
H 1.524 1.730 0.861 -2.9 6.9 4.2
H -0.626 -2.213 0.633 -1.0 2.3 -1.5
H -2.996 -2.082 0.378 -1.6 -2.0 0.6


5.
15
Properties=species:S:1:pos:R:3:forces:R:3 method="wB97M-V/def2-TZVPD" e_homo_ev=-15.18 total_charge=+1 e_lumo_ev=-7.13
C 0.425 0.917 -1.530 1.0 0.1 -1.3
C 0.274 -0.070 -0.499 -0.6 0.6 1.0
C 0.411 -1.528 -0.395 0.1 -0.6 -0.1
C -0.214 -1.434 1.016 -0.3 -0.3 0.4
C -0.569 1.153 1.542 0.0 0.2 -0.2
C -0.215 0.066 0.828 0.1 -0.2 -0.3
N -0.259 1.974 -1.494 -0.7 0.3 1.0
H 1.169 0.674 -2.298 -0.1 0.1 0.0
H -0.120 -2.107 -1.155 0.0 0.1 -0.1
H 1.444 -1.885 -0.409 0.1 0.1 0.0
H -1.212 -1.857 1.092 0.0 -0.1 0.0
H 0.396 -1.804 1.837 0.0 0.0 0.0
H -1.078 1.069 2.491 0.0 -0.1 0.2
H -0.357 2.145 1.174 0.0 0.1 -0.1
H -0.094 2.686 -2.200 0.3 -0.3 -0.4


6.
20
Properties=species:S:1:pos:R:3:forces:R:3 method="wB97M-V/def2-TZVPD" e_homo_ev="-14.04 / -14.04" total_charge=+1 e_lumo_ev="-4.96 / -4.96"
C 0.358 -0.311 -2.654 -1.5 -2.0 1.1
C -0.133 -0.238 -0.507 3.5 1.9 4.1
C 1.946 0.803 1.239 -3.1 -0.3 1.6
C 2.559 0.706 -0.047 -0.1 0.1 0.4
C 0.649 0.681 1.591 2.6 -0.7 -4.2
C -0.455 0.775 2.446 -1.9 -0.8 -0.2
C -2.401 -1.180 -0.607 -0.5 -1.9 -3.0
N -0.798 -0.869 -2.427 -0.8 -0.4 -3.0
N 2.114 0.346 -1.152 1.0 0.6 -2.5
N 0.865 -0.002 -1.416 -1.7 -0.2 0.9
N -1.065 -0.863 -1.123 -1.2 1.6 0.4
H 0.748 -0.385 -3.646 0.8 0.5 -0.1
H 2.685 0.977 2.000 -0.1 0.4 0.8
H 3.558 1.067 -0.074 0.9 -0.1 0.0
H -1.185 1.556 2.276 -0.1 0.4 -1.1
H -0.146 1.145 3.384 0.9 -0.3 1.7
H -1.018 -0.177 2.428 0.4 0.4 0.7
H -2.339 -1.639 0.336 0.2 -0.4 1.2
H -3.201 -0.456 -0.678 0.6 1.0 0.1
H -2.743 -1.936 -1.369 0.2 0.3 1.0


These records have relative energy (zero: lowest compared OMol25 entry of this formula, charge and spin) values of 149.4; 396.1; 286.1; 379.3; 402.5; 605.3 kJ/mol, in the order they appear.